No. 1
C47H42BF4N11S3SnTe | wB97M-V/def2-TZVPD

Summary:
- max |F| (eV Å⁻¹) = 1.602
- electronic energy (eV) = -122997.0344
- orbital gap (eV) = 5.94
- charge = 0
- HOMO energy (eV) = -6.40

Positions of all 110 atoms, in Å:
Sn 0.3006 0.4331 -0.5990
C 0.8678 1.8787 3.5930
C 1.1993 0.4530 3.4320
N 1.3004 -0.2032 2.3368
C 1.6819 -1.4993 2.5260
C 1.8548 -1.8422 3.8406
S 1.5540 -0.5055 4.8686
C 1.8481 -2.4298 1.4253
C 2.2669 -3.7247 1.5739
S 2.2619 -4.5413 0.0662
C 1.6980 -3.0590 -0.6811
N 1.5440 -2.0908 0.1423
C 1.3821 -3.0109 -2.1223
H 0.6798 2.3300 2.6283
H 1.6953 2.4059 4.0668
H -0.0129 2.0045 4.2220
H 2.1230 -2.7903 4.2591
H 2.5835 -4.2301 2.4642
H 2.1738 -3.4576 -2.7185
H 1.2212 -1.9792 -2.4215
H 0.4655 -3.5678 -2.3104
N -3.0291 -2.6789 -2.9998
C -2.5379 -2.9111 -4.2908
C -2.9506 -4.0173 -5.0199
C -2.4459 -4.2326 -6.2946
C -1.5140 -3.3654 -6.8349
C -1.0749 -2.2728 -6.0990
C -1.6034 -2.0376 -4.8442
S -1.0519 -0.6523 -3.8741
N -1.3353 -1.1844 -2.3267
C -2.2289 -2.0594 -2.0433
C -2.3780 -2.4637 -0.6533
C -3.4319 -3.2729 -0.2010
C -3.4454 -3.6822 1.1156
C -2.4186 -3.2704 1.9558
C -1.4544 -2.4178 1.4362
N -1.4242 -2.0303 0.1804
H -3.6520 -3.3980 -2.6641
H -3.6691 -4.7041 -4.5901
H -2.7813 -5.0919 -6.8563
H -1.1235 -3.5398 -7.8256
H -0.3368 -1.5889 -6.4873
H -4.2429 -3.5709 -0.8490
H -4.2492 -4.3002 1.4901
H -2.3790 -3.6071 2.9784
H -0.6604 -2.0296 2.0575
C 7.3090 0.5969 0.0625
C 5.8206 0.5062 -0.0430
C 5.2056 -0.2361 -1.0464
C 3.8265 -0.2853 -1.0923
N 3.0418 0.3379 -0.2247
C 3.6172 1.0505 0.7270
C 4.9910 1.1564 0.8609
H 7.7714 0.4991 -0.9165
H 7.6880 -0.2038 0.6994
H 7.6062 1.5462 0.5010
H 5.7937 -0.7584 -1.7868
H 3.3163 -0.8382 -1.8697
H 2.9484 1.5670 1.3940
H 5.4119 1.7588 1.6503
N -4.5530 2.9751 5.9575
C -5.3033 3.9432 6.5722
C -5.8270 4.0700 7.8498
C -6.5410 5.2197 8.1248
C -6.7541 6.1997 7.1500
C -6.2490 6.0747 5.8743
C -5.4957 4.9411 5.5837
N -4.8471 4.5794 4.4368
C -4.2943 3.4222 4.6830
C -3.4893 2.6850 3.7264
C -2.8259 3.3740 2.7119
C -2.0630 2.6604 1.8059
N -1.9199 1.3428 1.8443
C -2.5452 0.6902 2.8099
C -3.3291 1.2999 3.7757
H -4.1784 2.1431 6.3817
H -5.6745 3.3077 8.6005
H -6.9514 5.3624 9.1146
H -7.3359 7.0731 7.4072
H -6.4158 6.8242 5.1178
H -2.9091 4.4468 2.6543
H -1.5276 3.1706 1.0223
H -2.4108 -0.3825 2.8176
H -3.8195 0.7101 4.5359
F 0.6574 2.7312 0.4181
B 1.4997 3.9094 0.3543
F 0.7414 4.8908 -0.2171
F 2.5872 3.5845 -0.4074
F 1.8521 4.2084 1.6416
N -3.2853 3.2183 -1.7699
C -4.0979 2.1460 -1.5313
C -3.2732 1.1401 -1.1252
N -1.9899 1.5794 -1.1277
C -2.0260 2.8306 -1.5065
H -3.5791 4.1335 -2.0733
H -5.1577 2.1795 -1.6824
H -3.5150 0.1421 -0.8244
H -1.1630 3.4598 -1.5885
Te 1.2527 1.9981 -2.8268
C 1.5805 1.1930 -4.8032
C 0.6081 1.1918 -5.7937
C 0.9154 0.8596 -7.1023
C 2.2160 0.5400 -7.4528
C 3.1940 0.5245 -6.4718
C 2.8730 0.8376 -5.1651
H -0.4069 1.4714 -5.5506
H 0.1366 0.8732 -7.8552
H 2.4682 0.3168 -8.4798
H 4.2176 0.2843 -6.7265
H 3.6466 0.8376 -4.4087

Atoms 1-6, force components in eV/Å:
-0.127 -0.043 0.519
-0.129 0.409 -0.017
0.092 -0.259 1.133
-0.111 0.209 -0.784
0.200 -0.223 1.230
-0.099 0.237 -0.065

Mulliken population analysis, charges in e, atoms 1 to 5: atom 1 (Sn): 1.5708, atom 2 (C): -1.0566, atom 3 (C): 0.3715, atom 4 (N): 0.9456, atom 5 (C): -0.8457

No. 2
C6H12O | wB97M-V/def2-TZVPD

Summary:
- energy relative to the best compared isomer or geometry (same formula, charge and spin) (kJ/mol) = 164.8
- max |F| (eV Å⁻¹) = 0.428
- electronic energy (eV) = -8462.6463
- orbital gap (eV) = 9.46
- SMILES = C/C=C(/C)O.C=C
- charge = 0
- HOMO energy (eV) = -8.46

Positions of all 19 atoms, in Å:
C 1.8775 -0.8207 -0.4283
C 0.4858 -0.9026 0.1323
O 0.3027 -0.3181 1.3603
C 0.2444 2.3107 -0.4335
C -0.4959 2.5598 0.6419
C -1.9119 -1.6979 0.0400
C -0.5067 -1.5637 -0.4658
H 2.2069 0.2208 -0.5484
H 1.9256 -1.3017 -1.4084
H 2.5901 -1.3152 0.2421
H 0.7909 0.5182 1.3693
H 1.2696 2.6646 -0.5204
H -0.1411 1.7180 -1.2599
H -0.1149 3.1296 1.4867
H -1.5138 2.1875 0.7274
H -2.6271 -1.6199 -0.7874
H -2.1492 -0.9289 0.7809
H -0.2557 -2.0887 -1.3840
H -2.0718 -2.6766 0.5102

Atoms 1-6, force components in eV/Å:
0.049 0.007 -0.010
-0.055 -0.288 -0.312
0.076 0.052 0.016
-0.095 0.077 0.121
0.090 0.023 -0.162
-0.057 0.018 0.055

natural (NBO) population analysis, charges in e, atoms 1 to 5: atom 1 (C): -0.6643, atom 2 (C): 0.3056, atom 3 (O): -0.7011, atom 4 (C): -0.4073, atom 5 (C): -0.3885

No. 3
C3H4S2 | wB97M-V/def2-TZVPD

Summary:
- energy relative to the best compared isomer or geometry (same formula, charge and spin) (kJ/mol) = 165.8
- max |F| (eV Å⁻¹) = 4.314
- electronic energy (eV) = -24843.9233
- orbital gap (eV) = 8.27
- SMILES = C=CSC=S
- charge = 0
- HOMO energy (eV) = -8.80

Positions of all 9 atoms, in Å:
C -3.1551 0.2341 0.0654
C -1.7919 0.3511 0.0755
C 0.9276 0.5280 -0.1230
H -3.8239 1.0654 0.0057
H -3.7202 -0.7458 0.3673
H -1.2970 1.4076 -0.2800
H 0.5285 1.6171 -0.1594
S -0.4197 -0.6991 -0.0860
S 2.4465 0.0726 0.0834

Atoms 1-6, force components in eV/Å:
1.206 -2.692 1.598
-0.727 3.488 -2.433
-1.652 0.306 0.657
0.134 0.625 -0.156
1.432 1.710 -0.840
-1.972 -2.122 1.226

natural (NBO) population analysis, charges in e, atoms 1 to 5: atom 1 (C): -0.4068, atom 2 (C): -0.4007, atom 3 (C): -0.4920, atom 4 (H): 0.2146, atom 5 (H): 0.2067

No. 4
C40H51B2CoN9S | wB97M-V/def2-TZVPD

Summary:
- energy relative to the best compared isomer or geometry (same formula, charge and spin) (kJ/mol) = 206.6
- max |F| (eV Å⁻¹) = 3.554
- electronic energy (eV) = -105529.9442
- orbital gap (alpha / beta) (eV) = 6.89 / 6.59
- charge = +1
- HOMO energy (alpha / beta) (eV) = -10.91 / -10.90

Positions of all 104 atoms, in Å:
Co 0.1884 0.6903 -0.0238
C 0.0890 1.5960 5.2370
C -0.5259 1.6094 3.8790
C -1.7746 2.0243 3.4852
C -1.8829 1.7155 2.1158
N -0.6979 1.2556 1.6929
N 0.1079 1.1368 2.7935
B 1.0246 -0.1028 2.7354
N 0.1950 -1.2345 2.0164
N -0.2979 -1.0797 0.7505
C -0.8773 -2.2221 0.3901
C -0.7710 -3.1379 1.4427
C -0.0826 -2.4813 2.4448
C 0.3202 -2.9982 3.7869
C -1.5723 -2.3931 -0.9174
C -1.1285 -1.7721 -2.0891
C -1.7842 -1.9905 -3.2904
C -2.9005 -2.8168 -3.3334
C -3.3538 -3.4221 -2.1723
C -2.6898 -3.2138 -0.9709
N 2.2368 0.1926 1.8365
N 1.9885 0.2044 0.5170
C 3.1535 -0.0069 -0.1167
C 4.1703 -0.0948 0.8305
C 3.5462 0.0146 2.0628
C 4.1231 -0.0839 3.4380
C 3.2595 -0.2372 -1.5756
C 2.4652 -1.2106 -2.1639
C 2.5193 -1.4270 -3.5319
C 3.3829 -0.6740 -4.3187
C 4.2062 0.2779 -3.7284
C 4.1498 0.4920 -2.3564
C -3.2040 1.5402 1.4439
C -4.2786 2.3729 1.6883
C -5.5487 2.0544 1.2051
C -5.7536 0.8727 0.4705
C -4.6702 0.0465 0.1627
C -3.3998 0.3814 0.5676
H -0.5717 2.0938 5.9424
H 1.0494 2.1109 5.2371
H 0.2587 0.5771 5.5847
H -2.5590 2.4086 4.1132
H 1.3648 -0.4500 3.8331
H -1.1251 -4.1538 1.4534
H -0.0621 -4.0092 3.9057
H -0.0807 -2.3806 4.5898
H 1.4041 -3.0251 3.8957
H -0.2453 -1.1479 -2.0548
H -1.4208 -1.5333 -4.2001
H -3.4117 -2.9907 -4.2703
H -4.2242 -4.0637 -2.2015
H -3.0440 -3.6803 -0.0606
H 5.2140 -0.2699 0.6380
H 5.2084 -0.0905 3.3792
H 3.8005 -0.9996 3.9337
H 3.8120 0.7571 4.0562
H 1.8124 -1.8054 -1.5353
H 1.8998 -2.1922 -3.9818
H 3.4286 -0.8414 -5.3866
H 4.8895 0.8567 -4.3346
H 4.7721 1.2466 -1.8918
H -4.1306 3.2754 2.2721
H -6.3815 2.7166 1.3986
H -6.7499 0.6214 0.1339
H -4.8106 -0.8528 -0.4275
H -2.5921 -0.3240 0.4478
C 0.1627 7.5546 -5.1734
C -0.7819 6.8449 -4.2096
C -0.0649 5.8282 -3.3335
C -1.0258 5.1070 -2.3915
N -0.3671 3.9950 -1.6730
C -0.2412 2.7403 -2.1411
S 1.1911 1.9044 -1.5133
N -0.5047 2.5636 -3.4388
C -0.5419 1.2245 -4.0433
C -0.5127 1.3479 -5.5569
C 0.8017 1.9041 -6.0909
C 0.8137 2.0204 -7.6100
H -0.3740 8.2666 -5.7983
H 0.6590 6.8365 -5.8291
H 0.9362 8.0998 -4.6308
H -1.5724 6.3400 -4.7738
H -1.2836 7.5820 -3.5758
H 0.7095 6.3237 -2.7432
H 0.4394 5.0868 -3.9591
H -1.9085 4.7639 -2.9317
H -1.4214 5.7848 -1.6363
H -0.2794 4.0858 -0.6731
H -1.2986 3.1218 -3.7493
H -1.4364 0.6964 -3.7028
H 0.3302 0.6666 -3.7026
H -1.3464 1.9780 -5.8889
H -0.6950 0.3571 -5.9832
H 1.6180 1.2552 -5.7578
H 0.9881 2.8846 -5.6422
H 0.6683 1.0447 -8.0772
H 1.7593 2.4260 -7.9681
H 0.0146 2.6776 -7.9576
B -3.5547 2.7097 -1.8557
C -2.4709 1.8186 -1.1662
N -1.3117 1.5570 -0.9983
H -3.3153 3.7973 -1.3725
H -4.7122 2.4011 -1.7794
H -3.1480 2.5952 -3.0145

Atoms 1-6, force components in eV/Å:
-0.619 0.549 -0.170
-0.024 0.020 -0.035
-0.053 0.073 0.148
-0.217 0.028 -0.128
-0.627 -0.245 0.081
0.359 0.071 -0.005

Mulliken population analysis, charges in e, atoms 1 to 5: atom 1 (Co): -0.9721, atom 2 (C): -1.4796, atom 3 (C): 0.5331, atom 4 (C): -1.1471, atom 5 (C): -0.0060

No. 5
C35H37FN2O3S | wB97M-V/def2-TZVPD

Summary:
- max |F| (eV Å⁻¹) = 3.089
- electronic energy (eV) = -59566.9679
- orbital gap (eV) = 9.40
- SMILES = C#CN(CCC(N)=O)S(=O)(=O)F.c1ccccc1.c1ccccc1.c1ccccc1.c1ccccc1.c1ccccc1
- charge = 0
- HOMO energy (eV) = -9.15

Positions of all 79 atoms, in Å:
C 1.1934 -0.2335 1.7013
C 1.0563 0.8634 1.2521
N 0.8948 2.1406 0.7686
C -0.5402 2.2407 0.3182
C -0.9883 3.6817 0.0910
C -2.4740 3.6341 -0.2456
N -2.8454 3.0902 -1.5224
O -3.3036 4.0105 0.5355
S 2.0251 2.3796 -0.5142
O 2.8912 3.4198 -0.0919
O 2.6146 1.1422 -0.8755
F 1.2120 2.8676 -1.7409
H 1.0439 -1.2540 1.9591
H -1.1291 1.8314 1.1288
H -0.6968 1.6697 -0.5923
H -0.9014 4.2639 0.9989
H -0.4427 4.1240 -0.7374
H -2.8724 2.0754 -1.4729
H -2.0999 3.3061 -2.1777
C -1.6214 -2.2650 -1.5078
C -2.5434 -2.6303 -2.4784
C -2.7621 -1.8075 -3.5746
C -2.0526 -0.6223 -3.7049
C -1.1274 -0.2590 -2.7355
C -0.9141 -1.0776 -1.6345
H -1.4538 -2.9065 -0.6518
H -3.0931 -3.5577 -2.3804
H -3.4853 -2.0907 -4.3278
H -2.2194 0.0171 -4.5620
H -0.5706 0.6656 -2.8399
H -0.1951 -0.7907 -0.8763
C 3.5106 7.4254 -0.1264
C 4.2384 6.3787 0.4231
C 5.4991 6.6194 0.9522
C 6.0281 7.9023 0.9396
C 5.2975 8.9475 0.3924
C 4.0398 8.7087 -0.1438
H 2.5286 7.2398 -0.5429
H 3.8252 5.3786 0.4355
H 6.0716 5.8033 1.3745
H 7.0106 8.0872 1.3543
H 5.7090 9.9485 0.3827
H 3.4721 9.5233 -0.5751
C 9.5525 4.0357 -2.7357
C 8.8022 4.8717 -3.5507
C 7.6501 5.4694 -3.0590
C 7.2511 5.2381 -1.7498
C 8.0034 4.4039 -0.9353
C 9.1519 3.8002 -1.4281
H 10.4495 3.5674 -3.1197
H 9.1158 5.0572 -4.5700
H 7.0621 6.1175 -3.6960
H 6.3558 5.7062 -1.3663
H 7.6933 4.2228 0.0861
H 9.7352 3.1460 -0.7930
C -7.1650 -5.6409 -0.6711
C -6.5832 -6.7921 -0.1588
C -5.2786 -6.7599 0.3133
C -4.5582 -5.5741 0.2807
C -5.1413 -4.4223 -0.2288
C -6.4433 -4.4562 -0.7081
H -8.1814 -5.6669 -1.0416
H -7.1468 -7.7157 -0.1277
H -4.8235 -7.6597 0.7076
H -3.5417 -5.5480 0.6530
H -4.5805 -3.4964 -0.2527
H -6.8956 -3.5587 -1.1095
C -4.3768 -8.1420 3.8844
C -3.6586 -8.8179 4.8606
C -4.3084 -9.6932 5.7192
C -5.6754 -9.8980 5.5966
C -6.3930 -9.2241 4.6185
C -5.7447 -8.3434 3.7642
H -3.8704 -7.4569 3.2161
H -2.5915 -8.6622 4.9528
H -3.7492 -10.2164 6.4839
H -6.1816 -10.5834 6.2639
H -7.4589 -9.3849 4.5223
H -6.3049 -7.8138 3.0038

Atoms 1-6, force components in eV/Å:
-0.643 -0.363 -0.021
0.434 0.484 0.187
-0.761 -0.612 -1.464
0.014 1.037 0.094
-0.420 -0.178 -0.041
-0.356 0.113 -0.056

Mulliken population analysis, charges in e, atoms 1 to 5: atom 1 (C): -0.4103, atom 2 (C): -0.1289, atom 3 (N): -0.0567, atom 4 (C): -0.4731, atom 5 (C): -0.4647

No. 6
C13H30FNO5Sr2 | wB97M-V/def2-TZVPD

Summary:
- energy relative to the best compared isomer or geometry (same formula, charge and spin) (kJ/mol) = 861.9
- max |F| (eV Å⁻¹) = 7.824
- electronic energy (eV) = -30057.9555
- orbital gap (eV) = 1.51
- charge = +2
- HOMO energy (eV) = -9.45

Positions of all 52 atoms, in Å:
Sr -2.0112 1.4242 3.0739
Sr -4.6282 5.6670 -3.2816
C 3.6668 -3.7452 5.0121
C 4.2332 -3.7141 3.5723
C 4.1498 -5.2236 3.1798
C 4.3082 -5.4461 1.5915
C 3.1134 -4.6746 0.9345
C 3.1614 -3.1735 1.2076
N 3.3359 -2.9144 2.6658
O 3.0113 -1.5685 3.2368
C 1.7869 -2.6623 0.6579
C 4.1958 -2.4145 0.3715
C 5.6858 -3.2271 3.5653
H 2.6277 -4.0265 5.1835
H 4.0221 -2.8739 5.5623
H 4.2640 -4.5601 5.4213
H 3.1751 -5.6404 3.4334
H 4.9236 -5.7811 3.7076
H 4.2546 -6.5127 1.3735
H 5.2521 -5.2047 1.1027
H 2.2199 -5.0901 1.4005
H 3.0392 -5.0507 -0.0859
H 0.8347 -2.9302 1.1157
H 1.6639 -3.1848 -0.2908
H 1.6923 -1.5932 0.4678
H 5.1704 -2.8998 0.4237
H 4.2416 -1.3353 0.5178
H 3.9376 -2.4862 -0.6851
H 6.2036 -3.7157 4.3906
H 5.8373 -2.1503 3.6414
H 6.1586 -3.4070 2.5998
F -3.9904 2.0825 -0.8139
C -5.0785 0.2033 -6.9757
C -4.2161 -0.7631 -6.1107
O -5.0364 -1.2517 -5.0754
O -4.9288 1.5980 -6.5271
H -6.1430 -0.0283 -6.9394
H -4.6504 0.1445 -7.9764
H -3.2962 -0.3273 -5.7208
H -4.0179 -1.6554 -6.7045
H -5.0331 -0.5342 -4.4376
H -5.2886 2.0791 -7.2759
C -4.7550 10.4558 -0.4136
C -5.6105 9.6706 0.6592
O -5.1927 8.2989 0.4764
O -5.0076 9.9560 -1.7220
H -3.6897 10.4698 -0.1831
H -5.2155 11.4435 -0.4337
H -6.6684 9.9253 0.5954
H -5.4796 10.0124 1.6860
H -5.5094 7.6791 1.1376
H -4.7197 10.6564 -2.3120

Atoms 1-6, force components in eV/Å:
-0.158 -0.070 -0.516
0.050 -0.589 0.677
1.605 0.303 0.247
-1.707 -1.190 0.322
0.989 0.300 -2.996
-1.050 0.302 1.091

natural (NBO) population analysis, charges in e, atoms 1 to 5: atom 1 (Sr): 0.9689, atom 2 (Sr): 1.5846, atom 3 (C): -0.6044, atom 4 (C): 0.0977, atom 5 (C): -0.4047

- charge of number 2 (C6H12O)?
  0